DFT (ωB97M-V/def2-TZVPD) results for C3H12O5 as an isolated structure in a non-equilibrium geometry.

Cartesian coordinates (Å):
H1 1.51435 0.16445 0.84376
O1 2.36116 0.46997 -0.06094
O2 0.56682 -0.12694 1.44321
H2 2.63898 -0.37578 -0.54717
H3 1.79795 0.76761 -0.80693
C1 -0.42316 -0.84189 0.99070
O3 -0.27287 -1.73928 0.17943
C2 -1.75680 -0.42634 1.63796
H4 -2.35226 -1.35378 1.46975
H5 -1.43016 -0.33907 2.68788
C3 -2.59035 0.78225 1.18960
H6 -2.92444 0.44887 0.17491
H7 -3.35707 0.93157 1.91705
H8 -2.01167 1.64764 0.92339
O4 2.27350 -2.29546 -1.20102
H9 1.82156 -2.59976 -1.98652
H10 1.61619 -2.07115 -0.53051
O5 0.69038 2.00194 -2.55418
H11 1.60359 2.23515 -2.76240
H12 0.23429 2.71999 -3.00797

Cartesian forces (eV/Å) of the 3 atoms listed first:
-2.055 -1.296 0.631
0.712 -1.113 -2.586
1.285 1.326 0.332

Largest force on an atom ... 3.184 eV/Å
Energy relative to the best compared isomer or geometry (same formula, charge and spin) ... 78.0 kJ/mol
Highest occupied orbital energy ... -0.3591 hartree
HOMO-LUMO gap ... 0.36567 Eh
Electronic energy ... -13543.0471 eV

Partial atomic charges computed with the natural (NBO) method, in multiples of e:
1. H 0.5082
2. O -0.8791
3. O -0.7710
4. H 0.5270
5. H 0.5099
6. C 0.8155
7. O -0.6842
8. C -0.5016
9. H 0.2140
10. H 0.2216
11. C -0.6016
12. H 0.2080
13. H 0.2187
14. H 0.2124
15. O -0.9870
16. H 0.4849
17. H 0.5023
18. O -0.9438
19. H 0.4667
20. H 0.4790

DFT (ωB97M-V/def2-TZVPD) results for a 2-piece molecular cluster, C3H13N2O overall in a non-equilibrium geometry.

Cartesian coordinates (Å):
N1 -0.27440 1.17172 -0.91664
C1 -0.16719 0.04893 0.13446
C2 1.24132 -0.14253 0.37794
C3 -0.86251 0.48651 1.45157
N2 -0.83629 -0.52455 2.43576
H1 -1.32993 1.28797 -0.98922
H2 0.03782 2.06527 -0.43813
H3 0.38769 1.21448 -1.76486
H4 -0.73782 -0.78538 -0.33900
H5 1.49302 0.77185 0.86691
H6 1.39198 -0.95356 1.02248
H7 1.89974 -0.26255 -0.50671
H8 -1.85620 0.73694 1.12878
H9 -0.14159 1.20800 1.81480
H10 -1.40942 -0.65050 3.27384
H11 0.11382 -0.59899 2.83675
H12 0.91677 -0.93292 -3.78320
H13 0.38095 -1.91337 -2.80460
O1 0.66979 -1.00936 -2.84194

Cartesian forces (eV/Å) of the 3 atoms listed first:
-0.505 2.384 1.440
-1.633 -1.371 -1.641
1.782 0.133 -1.330

Largest force on an atom ... 3.161 eV/Å
Energy relative to the best compared isomer or geometry (same formula, charge and spin) ... 178.9 kJ/mol
Highest occupied orbital energy ... -0.4786 hartree
Charge ... +1
HOMO-LUMO gap ... 0.35463 Eh
Electronic energy ... -8342.1280 eV

Partial atomic charges computed with the natural (NBO) method, in multiples of e:
1. N -0.7207
2. C -0.0196
3. C -0.6498
4. C -0.2239
5. N -0.8581
6. H 0.4569
7. H 0.4252
8. H 0.4892
9. H 0.2286
10. H 0.1981
11. H 0.2541
12. H 0.2479
13. H 0.2075
14. H 0.1785
15. H 0.4170
16. H 0.3649
17. H 0.4902
18. H 0.4870
19. O -0.9728

DFT (ωB97M-V/def2-TZVPD) results for a 3-piece molecular cluster, C3H13N2O3 overall in a non-equilibrium geometry.

Cartesian coordinates (Å):
O1 -1.78877 -0.24925 1.89274
C1 -1.75139 -0.32598 0.65292
N1 -2.54419 0.39119 -0.12531
C2 -0.44533 -1.08560 0.16265
N2 0.53989 -0.99356 1.26393
C3 2.00028 -0.94502 1.01434
H1 -3.45992 0.71880 0.16136
H2 -2.26309 0.45851 -1.09162
H3 -0.57342 -2.16882 -0.05594
H4 -0.28819 -0.59440 -0.81167
H5 0.20346 -1.59345 2.03134
H6 0.34028 -0.13428 1.79233
H7 2.13956 -0.39719 0.09727
H8 2.57801 -1.89510 1.04639
H9 2.56116 -0.46536 1.83343
H10 -0.29542 0.89312 -3.71474
H11 0.67192 1.94827 -2.95233
O2 0.03881 1.22861 -2.87905
H12 1.21641 2.06811 0.49825
H13 0.43978 1.72067 -0.84569
O3 0.68017 1.42070 0.02938

Cartesian forces (eV/Å) of the 3 atoms listed first:
-0.760 -0.494 1.112
0.089 1.208 -1.443
1.184 -1.736 0.358

Largest force on an atom ... 2.587 eV/Å
Expectation value of S² ... 0.755
Energy relative to the best compared isomer or geometry (same formula, charge and spin) ... 136.1 kJ/mol
Highest occupied orbital energy (alpha / beta) ... -0.6917 / -0.6916 hartree
Charge ... +2
HOMO-LUMO gap (alpha / beta) ... 0.37481 / 0.19749 Eh
Electronic energy ... -12424.3011 eV
Spin multiplicity ... 2

Partial atomic charges computed with the natural (NBO) method, in multiples of e:
1. O -0.0577
2. C 0.6371
3. N -0.6612
4. C -0.2555
5. N -0.5099
6. C -0.4618
7. H 0.4804
8. H 0.4592
9. H 0.3031
10. H 0.3159
11. H 0.4562
12. H 0.4609
13. H 0.2672
14. H 0.2774
15. H 0.2709
16. H 0.5177
17. H 0.5062
18. O -1.0145
19. H 0.5149
20. H 0.5145
21. O -1.0209

DFT (ωB97M-V/def2-TZVPD) results for a 3-piece molecular cluster, C3H13N2Si overall in a non-equilibrium geometry.

Cartesian coordinates (Å):
C1 -2.62069 0.67943 1.19778
C2 -1.81589 -0.02481 -1.69260
C3 1.51282 -0.74016 0.99675
N1 1.66940 0.42762 1.43620
N2 3.14562 -0.26474 -1.02271
Si1 -1.66327 -0.43270 0.10420
H1 -2.44063 0.69259 2.34870
H2 -2.73150 1.66950 0.73167
H3 -3.69526 0.29586 1.23041
H4 -2.81420 0.41631 -1.85733
H5 -1.06058 0.64342 -2.11726
H6 -1.65798 -1.01495 -2.19468
H7 2.41703 -1.30554 1.01542
H8 2.60122 0.83416 1.53713
H9 0.97317 1.02398 1.83574
H10 2.56945 0.14267 -1.74095
H11 3.08466 -1.25826 -1.08233
H12 4.07606 0.10746 -1.10864
H13 -1.54943 -1.89184 0.38249

Cartesian forces (eV/Å) of the 3 atoms listed first:
-1.158 -0.099 2.195
0.712 -0.784 -0.114
-3.041 -1.289 -0.346

Largest force on an atom ... 3.321 eV/Å
Energy relative to the best compared isomer or geometry (same formula, charge and spin) ... 390.8 kJ/mol
Highest occupied orbital energy ... -0.4595 hartree
Charge ... +1
HOMO-LUMO gap ... 0.27595 Eh
Electronic energy ... -14169.7389 eV

Partial atomic charges computed with the natural (NBO) method, in multiples of e:
1. C -1.2535
2. C -1.1922
3. C -0.0265
4. N -0.7070
5. N -1.0966
6. Si 1.6030
7. H 0.3068
8. H 0.2791
9. H 0.3138
10. H 0.2847
11. H 0.2893
12. H 0.2809
13. H 0.1612
14. H 0.3857
15. H 0.3892
16. H 0.3678
17. H 0.3722
18. H 0.3833
19. H -0.1408

DFT (ωB97M-V/def2-TZVPD) results for a 2-piece molecular cluster, C3H13N3 overall in a non-equilibrium geometry.

Cartesian coordinates (Å):
C1 0.77873 -2.14220 1.69074
N1 0.74395 -2.24342 0.23246
C2 -0.53962 -2.56372 -0.32932
H1 1.61076 -1.51788 1.99995
H2 -0.14678 -1.64168 1.93857
H3 0.94968 -3.07547 2.25731
H4 1.49655 -2.67404 -0.27049
H5 -1.26167 -3.15068 0.25140
H6 -0.38291 -2.90149 -1.35346
H7 -1.13726 -1.60944 -0.45349
N2 -1.41895 2.02702 -1.02522
C3 -0.11002 1.77092 -0.36933
N3 0.54315 3.08633 -0.26114
H8 -1.98167 2.50519 -0.31305
H9 -1.42043 2.77768 -1.70439
H10 -0.31303 1.22743 0.54700
H11 0.47494 1.15060 -1.07224
H12 0.98601 3.34591 0.61183
H13 1.19637 3.17200 -1.03099

Cartesian forces (eV/Å) of the 3 atoms listed first:
0.881 -0.177 -0.910
-0.362 -0.176 0.578
-1.011 2.053 -0.645

Largest force on an atom ... 2.508 eV/Å
Expectation value of S² ... 0.750
Energy relative to the best compared isomer or geometry (same formula, charge and spin) ... 86.3 kJ/mol
Highest occupied orbital energy (alpha / beta) ... 0.0537 / -0.1828 hartree
Charge ... -1
HOMO-LUMO gap (alpha / beta) ... 0.09491 / 0.33202 Eh
Electronic energy ... -7789.4242 eV
Spin multiplicity ... 2

Partial atomic charges computed with the natural (NBO) method, in multiples of e:
1. C -0.6647
2. N -0.6610
3. C -0.4653
4. H 0.1771
5. H 0.1889
6. H 0.1473
7. H 0.3551
8. H 0.1641
9. H 0.1837
10. H 0.1762
11. N -0.8621
12. C -0.3891
13. N -1.0111
14. H 0.3296
15. H 0.3421
16. H 0.1697
17. H 0.1562
18. H 0.3306
19. H 0.3325

DFT (ωB97M-V/def2-TZVPD) results for C3H13N3O as an isolated structure in a non-equilibrium geometry.

Cartesian coordinates (Å):
N1 -1.06498 -0.82308 0.08043
C1 0.08375 -1.36208 -0.68136
C2 0.49640 -0.42319 -1.79387
N2 1.46903 -1.03887 -2.67100
H1 -0.95179 -1.00567 1.08690
H2 -0.88937 0.52587 0.27831
H3 -2.02673 -0.99929 -0.24300
H4 0.90047 -1.50101 0.04638
H5 -0.19139 -2.33359 -1.09245
H6 -0.44351 -0.20466 -2.32984
H7 0.86414 0.52111 -1.36241
H8 1.73628 -0.40241 -3.42358
H9 2.34038 -1.31916 -2.22826
N3 -0.20442 0.38705 2.54289
C3 -0.37351 1.69715 1.82098
O1 -0.47598 1.56944 0.45422
H10 -0.07405 0.55662 3.53782
H11 0.68162 -0.06821 2.20863
H12 -1.26687 2.14954 2.25013
H13 0.48120 2.31562 2.11316

Cartesian forces (eV/Å) of the 3 atoms listed first:
-0.310 -0.299 0.547
-0.470 -0.297 0.411
-0.121 0.582 0.362

Largest force on an atom ... 2.022 eV/Å
Energy relative to the best compared isomer or geometry (same formula, charge and spin) ... 151.5 kJ/mol
Highest occupied orbital energy ... -0.3211 hartree
HOMO-LUMO gap ... 0.35690 Eh
Electronic energy ... -9838.7324 eV

Partial atomic charges computed with the natural (NBO) method, in multiples of e:
1. N -0.8408
2. C -0.2136
3. C -0.2356
4. N -0.8473
5. H 0.4256
6. H 0.4644
7. H 0.3928
8. H 0.1843
9. H 0.1956
10. H 0.1848
11. H 0.2005
12. H 0.3629
13. H 0.3550
14. N -0.9012
15. C 0.1192
16. O -0.8033
17. H 0.3650
18. H 0.3424
19. H 0.1269
20. H 0.1225